{"formula": "C33H37CoN5OS", "method": "the ωB97M-V functional and the def2-TZVPD basis", "homo_lumo_gap_ev": [8.1, 8.8], "homo_ev": [-14.014, -13.998], "charge": 2, "spin_multiplicity": 2, "s2": 0.76, "symbols": ["Co", "C", "N", "C", "C", "N", "C", "C", "C", "C", "C", "C", "N", "C", "N", "C", "C", "C", "C", "C", "C", "N", "H", "H", "H", "H", "H", "H", "H", "H", "H", "H", "H", "H", "H", "H", "H", "C", "C", "C", "C", "C", "C", "C", "C", "C", "C", "H", "H", "H", "H", "H", "H", "H", "H", "H", "H", "H", "H", "H", "H", "C", "S", "O", "C", "C", "C", "C", "C", "C", "H", "H", "H", "H", "H", "H", "H", "H"], "xyz": [[-0.119, 1.075, 0.564], [1.620, 2.584, 2.603], [0.613, 2.924, 1.587], [1.026, 3.888, 0.557], [0.347, 3.558, -0.736], [-0.161, 2.376, -0.995], [-0.565, 2.390, -2.322], [-1.125, 1.395, -3.119], [-1.395, 1.716, -4.433], [-1.132, 2.994, -4.948], [-0.569, 3.986, -4.170], [-0.281, 3.655, -2.853], [0.295, 4.370, -1.810], [1.586, 1.108, 2.868], [0.871, 0.261, 2.166], [1.185, -1.011, 2.627], [0.769, -2.268, 2.194], [1.314, -3.367, 2.828], [2.242, -3.229, 3.870], [2.666, -1.989, 4.307], [2.124, -0.887, 3.659], [2.349, 0.477, 3.785], [1.469, 3.136, 3.534], [2.615, 2.843, 2.233], [-0.212, 3.275, 2.056], [2.102, 3.789, 0.396], [0.828, 4.924, 0.844], [-1.338, 0.413, -2.712], [-1.818, 0.968, -5.090], [-1.379, 3.206, -5.979], [-0.363, 4.972, -4.565], [0.639, 5.315, -1.861], [0.052, -2.369, 1.388], [1.022, -4.359, 2.512], [2.638, -4.117, 4.343], [3.387, -1.889, 5.108], [2.978, 0.917, 4.437], [-4.560, -1.771, -0.945], [-3.117, -1.297, -1.182], [-2.209, -2.463, -1.575], [-2.637, -0.572, 0.055], [-2.429, -1.246, 1.265], [-2.170, -0.559, 2.436], [-2.078, 0.833, 2.455], [-1.882, 1.555, 3.756], [-2.236, 1.522, 1.244], [-2.531, 0.816, 0.061], [-4.961, -2.220, -1.854], [-5.205, -0.938, -0.666], [-4.592, -2.516, -0.148], [-3.136, -0.576, -2.004], [-2.214, -3.246, -0.814], [-1.178, -2.133, -1.723], [-2.566, -2.912, -2.502], [-2.508, -2.326, 1.291], [-2.057, -1.111, 3.363], [-1.062, 1.111, 4.324], [-2.781, 1.471, 4.369], [-1.688, 2.620, 3.618], [-2.351, 2.601, 1.247], [-2.785, 1.366, -0.838], [3.927, 0.072, -1.472], [2.690, -0.552, -0.315], [1.562, 0.462, -0.453], [2.142, -1.973, -1.253], [2.458, -3.243, -0.794], [2.018, -4.342, -1.518], [1.268, -4.157, -2.671], [0.954, -2.878, -3.114], [1.391, -1.772, -2.402], [3.436, 0.302, -2.415], [4.687, -0.696, -1.608], [4.370, 0.971, -1.046], [3.038, -3.365, 0.113], [2.263, -5.342, -1.186], [0.926, -5.020, -3.227], [0.379, -2.739, -4.020], [1.147, -0.767, -2.724]], "forces_ev_per_angstrom": [[2.06, 0.57, -0.58], [0.01, -0.08, 0.05], [-0.04, -0.31, -0.14], [0.00, 0.05, -0.07], [0.08, -0.01, -0.10], [-0.52, -0.38, 0.92], [0.07, 0.23, -0.23], [-0.02, -0.04, 0.06], [-0.02, -0.11, 0.03], [0.02, 0.09, 0.01], [0.01, 0.09, -0.04], [-0.10, -0.32, 0.08], [0.02, 0.01, -0.02], [0.04, -0.07, -0.05], [-0.88, 0.28, -0.38], [0.19, -0.12, 0.27], [-0.06, 0.03, -0.06], [-0.06, 0.01, -0.07], [0.05, 0.02, 0.07], [0.01, -0.04, 0.03], [-0.16, -0.06, -0.21], [0.02, 0.06, 0.06], [0.02, 0.04, -0.03], [0.00, 0.02, 0.01], [-0.10, -0.01, -0.01], [0.00, 0.02, 0.03], [0.04, -0.01, 0.03], [0.06, 0.02, -0.06], [-0.03, 0.01, 0.03], [0.03, 0.00, 0.00], [-0.01, -0.03, -0.03], [0.00, 0.02, 0.04], [0.07, -0.03, 0.02], [-0.02, 0.00, 0.02], [0.00, 0.01, 0.00], [0.00, 0.00, -0.01], [0.00, 0.01, 0.00], [0.11, 0.09, -0.13], [-0.12, -0.18, 0.09], [-0.01, 0.15, 0.02], [0.07, 0.10, -0.04], [-0.05, 0.12, -0.03], [-0.06, -0.03, 0.02], [-0.20, 0.00, -0.03], [0.07, -0.05, -0.03], [-0.32, -0.18, 0.22], [-0.19, -0.21, 0.16], [0.00, -0.05, 0.03], [-0.01, -0.03, 0.02], [-0.04, -0.01, 0.00], [0.01, 0.01, 0.03], [0.01, 0.00, 0.02], [-0.09, -0.05, 0.03], [0.03, -0.03, -0.02], [-0.04, 0.00, 0.03], [0.04, 0.02, 0.00], [-0.01, 0.03, 0.03], [0.01, 0.02, 0.01], [-0.02, 0.01, 0.00], [0.17, 0.02, -0.01], [0.15, 0.03, 0.00], [-0.21, 0.03, 0.18], [0.20, -0.43, -0.32], [-0.42, 0.53, -0.14], [0.02, 0.18, 0.17], [0.07, 0.07, 0.09], [0.02, -0.02, -0.02], [-0.01, -0.04, -0.01], [0.10, 0.04, -0.04], [0.03, 0.00, -0.06], [-0.04, -0.05, 0.00], [-0.01, -0.02, 0.04], [0.00, -0.04, 0.04], [-0.02, -0.04, -0.01], [-0.01, 0.01, 0.02], [0.00, 0.02, -0.02], [-0.02, -0.03, 0.02], [-0.02, 0.00, -0.02]], "lowdin_spin": [0.955, 0.002, 0.031, 0.002, -0.001, -0.013, -0.001, 0.000, 0.000, 0.000, 0.000, -0.001, 0.000, 0.000, -0.011, -0.001, 0.000, 0.000, 0.000, 0.000, 0.000, 0.000, 0.001, 0.000, 0.000, 0.000, 0.001, 0.000, 0.000, 0.000, 0.000, 0.000, 0.000, 0.000, 0.000, 0.000, 0.000, 0.000, 0.000, 0.000, 0.007, 0.018, -0.001, 0.016, 0.003, -0.011, -0.001, 0.000, 0.000, 0.000, 0.000, 0.000, 0.000, 0.000, 0.001, 0.000, 0.000, 0.001, 0.000, 0.000, 0.000, 0.000, 0.002, 0.003, 0.001, 0.000, 0.000, 0.000, 0.000, 0.000, 0.000, 0.000, 0.000, 0.000, 0.000, 0.000, 0.000, 0.000]}

=====

{"formula": "C33H37N10O2S2Ti", "method": "the ωB97M-V functional and the def2-TZVPD basis", "homo_lumo_gap_ev": 5.2, "homo_ev": -14.740, "charge": 3, "de_lowest_kcal_mol": 6.7, "symbols": ["Ti", "C", "C", "C", "C", "C", "C", "C", "N", "N", "C", "C", "C", "C", "C", "C", "N", "C", "C", "C", "C", "C", "C", "N", "H", "H", "H", "H", "H", "H", "H", "H", "H", "H", "H", "H", "H", "H", "H", "H", "H", "H", "H", "H", "N", "C", "C", "C", "C", "C", "C", "S", "O", "O", "N", "C", "N", "C", "C", "C", "N", "H", "H", "H", "H", "H", "H", "H", "H", "H", "C", "N", "C", "C", "N", "C", "S", "H", "H", "H", "H", "H", "H", "H", "H"], "xyz": [[-0.454, 0.884, 0.624], [-0.864, 3.396, -1.175], [-0.259, 4.311, -0.131], [0.947, 3.771, 0.590], [1.924, 4.674, 0.986], [3.066, 4.237, 1.631], [3.214, 2.875, 1.846], [2.217, 2.027, 1.428], [1.079, 2.448, 0.822], [-1.652, 2.266, -0.608], [-2.228, 1.465, -1.723], [-2.794, 0.214, -1.130], [-3.889, -0.435, -1.651], [-4.354, -1.579, -1.018], [-3.717, -2.017, 0.131], [-2.634, -1.313, 0.608], [-2.161, -0.212, -0.014], [-2.794, 2.788, 0.202], [-2.453, 2.902, 1.653], [-3.140, 3.756, 2.497], [-2.814, 3.774, 3.843], [-1.804, 2.939, 4.304], [-1.164, 2.113, 3.409], [-1.481, 2.087, 2.098], [-0.081, 2.968, -1.798], [-1.531, 3.974, -1.821], [-1.008, 4.639, 0.595], [0.051, 5.222, -0.643], [1.784, 5.725, 0.772], [3.828, 4.940, 1.939], [4.096, 2.463, 2.317], [2.332, 0.964, 1.564], [-1.446, 1.221, -2.439], [-2.995, 2.043, -2.244], [-4.365, -0.056, -2.544], [-5.209, -2.111, -1.412], [-4.055, -2.892, 0.667], [-2.136, -1.621, 1.512], [-3.631, 2.095, 0.103], [-3.126, 3.747, -0.204], [-3.920, 4.394, 2.102], [-3.339, 4.431, 4.524], [-1.520, 2.923, 5.346], [-0.389, 1.435, 3.728], [5.104, -2.150, 5.402], [4.079, -1.957, 4.567], [3.320, -0.759, 4.620], [2.264, -0.569, 3.774], [1.925, -1.566, 2.842], [2.663, -2.765, 2.783], [3.723, -2.950, 3.622], [0.606, -1.414, 1.797], [-0.334, -0.327, 2.320], [0.042, -2.673, 1.460], [0.870, -0.499, 0.484], [1.308, -0.577, -0.825], [0.717, 0.463, -1.437], [1.051, 0.641, -2.718], [1.950, -0.207, -3.337], [2.473, -1.249, -2.588], [2.161, -1.436, -1.298], [5.347, -1.471, 6.103], [5.629, -3.008, 5.394], [3.565, -0.008, 5.359], [1.673, 0.334, 3.852], [2.383, -3.541, 2.084], [4.288, -3.873, 3.583], [0.597, 1.463, -3.256], [2.225, -0.065, -4.371], [3.172, -1.953, -3.021], [-1.827, -3.083, -5.714], [-0.955, -3.786, -4.798], [-0.149, -4.924, -5.249], [0.497, -5.393, -3.945], [0.435, -4.164, -3.148], [-0.544, -3.347, -3.610], [-1.106, -1.989, -2.774], [-2.533, -3.786, -6.154], [-1.248, -2.618, -6.515], [-2.367, -2.317, -5.168], [0.591, -4.586, -5.979], [-0.776, -5.683, -5.712], [1.521, -5.731, -4.081], [-0.084, -6.189, -3.475], [0.615, -4.166, -2.157]], "forces_ev_per_angstrom": [[0.10, 0.06, 0.00], [-0.04, -0.05, 0.00], [0.01, -0.01, 0.02], [-0.01, 0.06, -0.02], [0.02, -0.02, 0.01], [-0.03, -0.02, -0.01], [0.02, 0.01, 0.01], [-0.01, 0.03, -0.03], [0.01, -0.03, 0.07], [0.03, 0.01, 0.01], [0.01, -0.01, -0.01], [0.00, 0.02, -0.01], [0.01, 0.01, -0.02], [0.00, 0.00, 0.00], [0.00, -0.01, 0.01], [-0.01, 0.01, -0.01], [-0.08, -0.07, 0.05], [0.01, 0.00, 0.00], [-0.01, 0.00, 0.01], [0.02, -0.03, 0.00], [-0.01, 0.02, 0.00], [0.01, -0.01, 0.01], [-0.03, 0.02, -0.01], [0.04, -0.07, 0.00], [0.01, 0.01, -0.01], [0.01, 0.01, 0.00], [0.00, 0.00, 0.00], [0.00, 0.00, -0.01], [0.00, 0.00, 0.00], [0.00, -0.01, 0.00], [0.00, 0.01, 0.00], [-0.02, 0.00, 0.00], [-0.01, -0.01, 0.00], [0.00, 0.01, 0.00], [0.00, 0.01, 0.00], [0.00, 0.00, 0.00], [0.00, 0.00, 0.00], [0.00, 0.00, 0.00], [0.00, 0.00, 0.01], [0.00, 0.00, -0.01], [0.00, 0.00, 0.00], [0.00, 0.00, 0.00], [0.00, 0.00, 0.00], [0.00, 0.00, 0.01], [0.00, 0.01, 0.00], [0.00, -0.01, 0.00], [0.00, 0.01, -0.01], [0.00, 0.00, 0.00], [-0.01, 0.00, 0.00], [0.00, 0.00, 0.00], [0.01, 0.01, 0.01], [-0.07, 0.03, -0.04], [0.00, 0.03, -0.07], [0.01, -0.01, 0.02], [0.04, 0.00, 0.05], [-0.02, 0.03, -0.03], [0.02, -0.01, 0.01], [-0.02, -0.01, 0.05], [0.00, 0.02, -0.03], [0.03, -0.02, 0.00], [-0.02, 0.01, 0.00], [0.00, 0.00, 0.00], [0.00, 0.00, 0.00], [0.00, 0.00, 0.00], [0.00, 0.00, 0.01], [0.00, 0.00, 0.00], [0.00, 0.00, 0.00], [0.01, 0.00, -0.02], [0.00, 0.00, 0.00], [0.00, 0.00, 0.01], [0.00, 0.00, 0.01], [0.01, 0.00, -0.01], [-0.01, -0.01, 0.01], [-0.01, 0.00, 0.00], [0.03, 0.00, -0.01], [0.00, 0.05, 0.00], [-0.04, -0.03, -0.01], [0.00, 0.00, 0.00], [0.00, 0.00, 0.00], [0.00, 0.00, 0.00], [0.00, 0.00, 0.00], [0.00, 0.00, -0.01], [0.00, 0.00, 0.00], [0.00, 0.00, 0.00], [-0.01, -0.01, 0.01]], "lowdin_charge": [1.204, -0.134, -0.082, -0.224, 0.025, 0.015, -0.004, -0.093, 0.028, -0.217, -0.099, -0.316, -0.007, 0.012, 0.008, -0.070, 0.023, -0.076, -0.242, 0.028, 0.019, 0.007, -0.069, 0.018, 0.113, 0.149, 0.129, 0.143, 0.138, 0.137, 0.129, 0.092, 0.106, 0.158, 0.141, 0.138, 0.135, 0.102, 0.149, 0.156, 0.141, 0.138, 0.132, 0.104, 0.183, -0.270, 0.005, -0.066, -0.326, -0.028, 0.013, 0.732, -0.394, -0.206, -0.197, -0.472, 0.072, -0.105, -0.009, -0.063, 0.190, 0.128, 0.131, 0.127, 0.101, 0.128, 0.132, 0.124, 0.128, 0.133, -0.034, -0.152, -0.094, -0.115, 0.018, -0.792, 0.694, 0.101, 0.102, 0.050, 0.134, 0.134, 0.123, 0.128, 0.125]}

=====

{"formula": "C33H37N7ORbS2", "method": "the ωB97M-V functional and the def2-TZVPD basis", "homo_lumo_gap_ev": [2.5, 3.8], "homo_ev": [1.062, -0.286], "charge": -2, "spin_multiplicity": 2, "s2": 0.76, "de_lowest_kcal_mol": 24.9, "symbols": ["Rb", "C", "C", "C", "C", "C", "C", "C", "C", "C", "C", "H", "H", "H", "H", "H", "H", "H", "H", "H", "H", "H", "H", "H", "H", "H", "N", "C", "N", "C", "C", "S", "C", "C", "S", "C", "N", "N", "H", "H", "H", "H", "H", "H", "C", "N", "C", "C", "C", "C", "C", "N", "C", "C", "C", "C", "C", "C", "H", "H", "H", "H", "H", "H", "H", "H", "H", "H", "H", "O", "N", "C", "C", "C", "C", "C", "H", "H", "H", "H", "H"], "xyz": [[-0.062, 0.383, 0.114], [-1.588, 0.364, 3.769], [-0.894, 1.589, 3.713], [-1.520, 2.419, 2.758], [-2.630, 1.698, 2.205], [-2.665, 0.454, 2.833], [-3.750, -0.534, 2.623], [-3.599, 2.206, 1.180], [-1.084, 3.769, 2.304], [0.170, 2.079, 4.624], [-1.377, -0.764, 4.714], [-4.627, -0.297, 3.235], [-3.413, -1.556, 2.911], [-4.072, -0.544, 1.556], [-4.527, 1.640, 1.178], [-3.174, 2.027, 0.152], [-3.849, 3.271, 1.333], [-0.335, 4.189, 3.022], [-1.913, 4.494, 2.195], [-0.645, 3.732, 1.283], [-0.253, 2.796, 5.357], [0.928, 2.676, 4.081], [0.573, 1.224, 5.152], [-1.824, -0.645, 5.710], [-0.310, -0.954, 4.861], [-1.832, -1.697, 4.328], [1.825, -2.197, 3.080], [1.000, -2.924, 2.306], [0.110, -2.360, 1.502], [-0.529, -3.376, 0.797], [-0.123, -4.688, 1.123], [1.056, -4.681, 2.337], [-1.533, -3.130, -0.233], [-2.121, -4.118, -1.015], [-3.079, -3.447, -2.251], [-2.626, -1.841, -1.665], [-1.849, -1.807, -0.541], [-3.100, -0.732, -2.263], [1.549, -1.234, 3.319], [2.708, -2.594, 3.437], [-0.570, -5.608, 0.742], [-2.017, -5.189, -0.930], [-3.255, -0.875, -3.259], [-2.671, 0.207, -1.917], [1.898, -2.178, -2.579], [1.851, -0.816, -2.023], [2.303, 0.116, -2.788], [2.592, 1.467, -2.315], [3.375, 2.479, -2.971], [3.364, 3.582, -2.108], [2.556, 3.209, -1.005], [2.069, 1.930, -1.139], [2.978, -3.012, -1.894], [3.801, -2.554, -0.859], [4.876, -3.330, -0.410], [5.033, -4.638, -0.841], [4.234, -5.073, -1.866], [3.123, -4.346, -2.301], [2.077, -2.181, -3.672], [0.910, -2.653, -2.422], [2.695, -0.153, -3.791], [3.974, 2.375, -3.889], [3.840, 4.565, -2.216], [2.331, 3.777, -0.148], [3.655, -1.545, -0.491], [5.676, -2.911, 0.227], [5.817, -5.261, -0.415], [4.433, -6.061, -2.340], [2.421, -4.812, -3.001], [-2.216, 1.638, -1.356], [-1.945, 2.679, -2.140], [-1.361, 2.474, -3.362], [-0.916, 3.528, -4.142], [-1.052, 4.798, -3.614], [-1.801, 5.056, -2.453], [-2.230, 3.949, -1.723], [-1.171, 1.419, -3.671], [-0.390, 3.356, -5.071], [-0.610, 5.647, -4.120], [-1.979, 6.053, -2.090], [-2.715, 4.000, -0.763]], "forces_ev_per_angstrom": [[-0.19, 0.43, 0.41], [-0.76, 0.30, -0.56], [-0.29, 0.41, -0.58], [-0.96, -0.75, -0.57], [0.71, 0.70, 0.68], [0.52, 0.01, 0.37], [-0.01, -0.85, -0.37], [0.53, -0.22, -0.83], [0.49, 0.46, -0.15], [-0.17, 0.67, -0.04], [-0.05, -0.63, -0.09], [-0.21, -0.11, 0.01], [-0.33, 0.46, -0.31], [0.13, -0.21, 0.64], [-0.32, -0.04, 0.28], [-0.60, 0.66, 1.03], [0.11, -0.23, -0.14], [-0.46, -0.07, -0.68], [0.14, -0.19, 0.29], [0.12, 0.14, 0.48], [0.19, -0.33, 0.09], [0.08, -0.57, 0.30], [0.61, 0.02, 0.32], [0.02, 0.22, 0.14], [0.07, -0.18, 0.18], [0.32, 0.28, 0.02], [1.20, 0.67, 1.18], [-0.87, 0.48, -0.82], [0.71, -1.89, 0.14], [0.65, -2.19, 1.15], [-1.49, 1.41, -1.11], [0.28, 0.82, 0.20], [-0.74, 0.19, -0.87], [0.98, 0.28, 1.29], [0.07, 0.94, 0.13], [0.84, 0.64, 1.84], [-1.40, -1.82, -2.63], [0.55, -0.14, -0.12], [0.33, -0.85, -0.33], [-1.23, 0.59, -0.36], [0.40, 0.41, 0.12], [0.12, 0.14, 0.01], [-0.09, 0.53, 0.45], [-0.53, -0.14, -0.54], [-0.38, 0.80, 0.74], [-0.09, -0.61, -0.80], [1.16, 0.27, 0.80], [-0.32, 0.47, -0.74], [0.00, -0.65, 0.18], [-0.28, 0.06, 0.50], [0.08, -1.91, -1.62], [1.00, 1.30, 0.02], [-0.78, -0.80, 0.30], [0.54, 0.35, -0.65], [0.06, 0.29, 0.58], [0.77, 0.62, -0.07], [-1.09, -1.83, -0.66], [0.87, 0.27, -0.24], [0.11, 0.00, 0.22], [0.36, 0.01, 0.01], [-0.23, 0.22, 0.13], [-0.52, 0.00, 0.42], [-0.13, -0.56, -0.12], [-0.36, 0.66, 0.87], [0.08, 0.00, -0.14], [-0.90, -0.12, 0.03], [0.03, 0.12, -0.32], [-0.32, 0.63, 0.60], [0.35, 0.39, 0.02], [0.18, -0.94, 0.00], [0.27, 0.35, -0.40], [0.83, -0.93, -1.99], [-0.33, -1.16, 1.37], [0.30, 2.07, -0.97], [-0.38, -2.23, 1.03], [0.22, 1.46, -0.32], [-0.37, 0.96, 0.55], [-0.03, -0.16, 0.03], [0.02, 0.03, -0.19], [-0.06, 0.10, 0.12], [-0.16, 0.04, 0.05]], "lowdin_spin": [0.032, 0.000, 0.000, 0.000, 0.000, 0.000, 0.000, 0.001, 0.001, 0.000, 0.000, 0.000, 0.000, 0.000, 0.000, 0.001, 0.000, 0.000, 0.000, 0.001, 0.000, 0.000, 0.000, 0.000, 0.000, 0.000, 0.000, 0.000, 0.000, 0.000, 0.000, 0.000, 0.000, 0.000, 0.002, 0.001, 0.000, 0.003, 0.000, 0.000, 0.000, 0.000, 0.004, 0.002, 0.000, 0.000, 0.000, 0.001, 0.000, 0.001, 0.000, 0.000, 0.000, 0.000, 0.000, 0.000, 0.000, 0.000, 0.000, 0.000, 0.000, 0.000, 0.000, 0.000, 0.000, 0.000, 0.000, 0.000, 0.000, 0.063, 0.256, 0.140, 0.053, 0.223, 0.073, 0.083, 0.021, 0.001, 0.018, 0.004, 0.011]}